A single C24H29N3O6S molecule, computed with ωB97M-V/def2-TZVPD.

Structure (XYZ):
```
63
C24H29N3O6S ωB97M-V/def2-TZVPD
C -6.524 -2.103 -3.204
C -7.289 -1.852 -1.908
H -7.134 -2.669 -1.193
H -8.359 -1.778 -2.119
O -6.967 -0.605 -1.321
C -5.810 -0.446 -0.650
C -4.894 -1.443 -0.370
C -3.741 -1.154 0.359
C -3.502 0.143 0.808
C -4.426 1.155 0.524
C -5.570 0.885 -0.193
O -6.523 1.780 -0.544
C -6.431 3.116 -0.085
C -6.837 3.266 1.378
H -6.821 4.317 1.653
H -6.160 2.722 2.030
H -7.842 2.878 1.522
H -7.130 3.664 -0.722
H -5.423 3.513 -0.254
H -4.190 2.141 0.889
C -2.297 0.451 1.569
O -2.030 1.553 2.003
N -1.436 -0.627 1.787
C -1.675 -1.901 1.359
S -0.675 -3.175 1.663
N -2.818 -2.125 0.658
H -2.967 -3.079 0.355
C -0.192 -0.364 2.504
C 0.970 -0.265 1.551
C 2.030 -1.158 1.621
C 3.084 -1.070 0.730
C 3.090 -0.086 -0.253
C 2.018 0.799 -0.332
C 0.971 0.715 0.565
H 0.150 1.415 0.506
H 2.026 1.549 -1.108
C 4.181 0.057 -1.259
O 3.994 0.528 -2.365
N 5.392 -0.410 -0.863
H 5.561 -0.609 0.111
C 6.577 -0.184 -1.649
H 6.910 -1.115 -2.124
H 6.337 0.546 -2.426
C 7.694 0.359 -0.746
O 7.934 -0.501 0.353
C 8.746 -1.614 0.076
H 8.935 -2.094 1.034
H 9.697 -1.307 -0.374
H 8.250 -2.325 -0.593
O 7.278 1.589 -0.263
C 8.254 2.286 0.485
H 7.793 3.228 0.772
H 9.145 2.478 -0.124
H 8.540 1.725 1.378
H 8.635 0.460 -1.332
H 3.883 -1.795 0.788
H 2.025 -1.936 2.370
H -0.032 -1.169 3.225
H -0.336 0.586 3.026
H -5.050 -2.457 -0.701
H -6.721 -1.298 -3.907
H -6.848 -3.043 -3.644
H -5.453 -2.147 -3.027
```

Charge = 0
Orbital gap = 0.3064 hartree
SMILES string = CCOc1cc2[nH]c(=S)n(Cc3ccc(C(=O)NCC(OC)OC)cc3)c(=O)c2cc1OCC

Atom charges from the natural (NBO) analysis, given in e for atoms 1 to 5: -0.64, -0.06, 0.17, 0.20, -0.48

An isolated ion of composition C2H4O2P and charge +1, computed with ωB97M-V/def2-TZVPD.

Structure (XYZ):
```
9
C2H4O2P ωB97M-V/def2-TZVPD
C -0.848 0.612 -0.277
C -0.464 -0.613 0.268
O 1.510 1.237 0.146
O 0.747 -1.065 -0.173
P 2.107 -0.090 -0.018
H -0.297 0.777 -1.217
H -1.226 1.445 0.256
H -0.596 -0.932 1.358
H -0.933 -1.370 -0.343
```

Charge = +1
Expectation value of S² = 2.017
Multiplicity = 3
Orbital gap (alpha / beta) = 0.2390 / 0.2431 hartree

Atom charges from the natural (NBO) analysis, given in e for atoms 1 to 5: -0.24, -0.18, -0.72, -0.57, 1.77

An isolated ion of composition C3H7NOS and charge -2, computed with ωB97M-V/def2-TZVPD.

Structure (XYZ):
```
13
C3H7NOS ωB97M-V/def2-TZVPD
C -0.465 0.619 0.113
C -1.053 0.785 -1.326
S -2.478 1.746 -1.705
N 0.370 -0.569 0.150
C 1.238 -1.080 1.226
O 2.043 -2.118 0.927
H -1.340 0.516 0.764
H -0.013 1.562 0.466
H -0.200 1.056 -1.979
H -1.284 -0.265 -1.544
H 0.781 -0.739 -0.760
H 1.839 -0.185 1.582
H 0.561 -1.328 2.085
```

Charge = -2
Orbital gap = 0.2003 hartree
SMILES string = [O-]CNCC[S-]

Atom charges from the natural (NBO) analysis, given in e for atoms 1 to 5: -0.22, -0.55, -0.74, -0.70, 0.16

C5H7LiO3 as an isolated structure, computed with ωB97M-V/def2-TZVPD.

Structure (XYZ):
```
16
C5H7LiO3 ωB97M-V/def2-TZVPD
O -0.905 0.505 -0.937
C -1.585 -0.492 -0.331
C -1.058 -0.921 0.993
H -2.626 -0.619 -0.639
H -1.416 -1.928 1.242
H 0.044 -0.922 1.011
H -1.380 -0.233 1.798
O -2.208 0.427 -2.918
O 0.049 0.412 -2.913
C -1.089 0.631 -2.460
Li 0.960 0.878 -1.010
C 1.912 0.403 1.493
C 2.435 0.716 0.287
H 0.823 0.336 1.657
H 2.500 0.152 2.397
H 3.544 0.656 0.329
```

Charge = -1
Expectation value of S² = 0.753
Multiplicity = 2
Orbital gap (alpha / beta) = 0.2472 / 0.2747 hartree

Atom charges from the natural (NBO) analysis, given in e for atoms 1 to 5: -0.67, 0.11, -0.70, 0.16, 0.21

C37H27AsCl2N4O5S2Ti as an isolated structure, computed with ωB97M-V/def2-TZVPD.

Structure (XYZ):
```
79
C37H27AsCl2N4O5S2Ti ωB97M-V/def2-TZVPD
Ti -0.223 1.296 -0.720
Cl -4.538 0.102 4.687
C -3.778 -0.097 3.187
C -2.699 0.823 2.903
C -2.115 0.881 1.659
N -1.127 1.762 1.131
C -0.565 2.697 1.937
O -0.774 2.893 3.135
C 0.429 3.625 1.251
C 0.648 4.912 1.665
C 1.510 5.740 0.933
C 1.964 5.373 -0.289
C 1.438 4.029 -0.755
N 0.750 3.214 0.033
C -2.772 0.132 0.541
C -3.889 -0.616 0.851
C -4.339 -0.789 2.178
Cl -5.596 -1.895 2.512
N -2.044 0.228 -0.545
C -2.521 -0.339 -1.676
O -3.573 -0.672 -2.070
C -1.405 -0.428 -2.817
C -1.639 -0.879 -4.136
C -0.587 -1.185 -4.932
C 0.702 -1.096 -4.369
C 0.879 -0.420 -3.202
N -0.128 -0.155 -2.443
H -2.149 1.094 3.721
H 0.259 5.309 2.947
H 1.529 7.003 1.106
H 2.664 5.999 -0.869
H 2.100 4.102 -1.662
H -4.287 -1.441 0.039
H -2.760 -0.850 -4.416
H -0.692 -1.475 -5.939
H 1.351 -1.623 -4.938
H 1.824 0.112 -3.003
S 2.287 1.212 -0.574
C 2.933 -0.406 -0.873
C 4.282 -0.512 -1.398
C 4.826 -1.769 -1.581
C 4.117 -2.970 -1.210
C 2.997 -2.787 -0.457
C 2.323 -1.649 -0.406
As 0.675 -1.191 0.545
C 1.321 -1.420 2.416
C 1.737 -0.257 2.938
C 2.647 -0.292 4.124
C 3.101 -1.553 4.328
C 2.760 -2.818 3.836
C 1.880 -2.859 2.785
C -0.213 -2.903 -0.042
C 0.066 -3.688 -1.002
C -0.860 -4.612 -1.522
C -2.306 -4.893 -0.698
C -2.370 -4.149 0.474
C -1.379 -3.115 0.704
H 4.635 0.279 -1.729
H 5.617 -1.916 -2.211
H 4.648 -3.823 -1.616
H 2.529 -3.611 -0.201
H 1.555 0.940 3.315
H 2.702 0.622 4.406
H 4.154 -1.278 5.012
H 2.782 -3.717 4.428
H 1.569 -3.591 1.988
H 0.809 -3.051 -1.577
H -0.758 -5.094 -2.285
H -2.984 -5.874 -0.389
H -3.658 -4.149 1.160
H -1.715 -2.606 1.797
C -2.290 4.304 -0.655
S -1.906 3.795 -2.329
O -0.841 4.703 -2.739
O -1.236 2.431 -2.089
O -3.058 3.773 -3.149
H -1.535 4.059 -0.021
H -3.193 3.799 -0.450
H -2.500 5.267 -0.688
```

Charge = -2
Expectation value of S² = 2.015
Multiplicity = 3
Orbital gap (alpha / beta) = 0.1086 / 0.2298 hartree

Atom charges from the Löwdin analysis, given in e for atoms 1 to 5: 0.75, 0.64, -0.76, -0.05, -0.16

CHN3O2S as an isolated structure, computed with ωB97M-V/def2-TZVPD.

Structure (XYZ):
```
8
CHN3O2S ωB97M-V/def2-TZVPD
C 0.181 -0.204 0.014
N 1.540 1.090 0.134
N 0.833 -1.242 0.043
N 1.975 -1.539 -0.081
O 3.350 0.059 -1.339
O 3.758 0.259 1.118
S 2.855 0.142 0.026
H -0.720 0.064 0.418
```

Charge = 0
Orbital gap (alpha / beta) = 0.2583 / 0.2678 hartree

Atom charges from the natural (NBO) analysis, given in e for atoms 1 to 5: 0.24, -0.54, -0.18, -0.17, -0.84

A 2-piece molecular cluster, C4H9O3 overall, computed with ωB97M-V/def2-TZVPD.

Structure (XYZ):
```
16
C4H9O3 ωB97M-V/def2-TZVPD
C 0.896 -0.739 -1.584
C 1.690 0.042 -0.508
C -0.388 0.007 -1.944
O -1.460 -0.469 -1.560
O -0.296 1.049 -2.692
H 1.456 -0.851 -2.497
H 0.599 -1.839 -1.323
H 2.035 -0.538 0.334
H 0.918 0.929 -0.223
H 2.522 0.510 -0.985
C -1.348 0.295 1.780
O -1.265 0.960 3.101
H -1.288 0.269 3.774
H -1.074 1.040 1.023
H -0.636 -0.561 1.610
H -2.359 -0.104 1.696
```

Charge = -1
Orbital gap = 0.2599 hartree

Atom charges from the natural (NBO) analysis, given in e for atoms 1 to 5: -0.51, -0.61, 0.74, -0.78, -0.82

Results for energy above the lowest of the compared OMol25 structures with the same formula, charge and spin: 8.3, 24.8, 8.4, 0.0, 439.1, 161.7, 38.2 (in kcal/mol, following the order of the records).
Results for F_max: 0.92, 4.88, 2.28, 4.61, 12.64, 5.70, 3.27 (in eV/A, following the order of the records).